Entry 1:
51
Properties=species:S:1:pos:R:3 method="wB97M-V/def2-TZVPD" gap_ha="0.2271 / 0.2462" total_energy_ha=-2012.07007 multiplicity=2 e_lumo_ev="0.22 / -0.26" homo_energy_ev="-5.956 / -6.958" total_charge=0
W -0.2646 0.3213 -0.2995
B 2.0865 -0.6225 2.2402
N 0.7437 -0.0567 2.7683
C 0.3747 0.2365 4.0146
C -0.9661 0.6015 4.0109
C -1.3485 0.4751 2.6810
N -0.3046 0.0886 1.9405
N 2.5766 0.2733 1.0640
C 3.8044 0.7491 0.8685
C 3.9074 1.2366 -0.4283
C 2.6609 0.9927 -0.9840
N 1.8594 0.4164 -0.0760
H 1.8894 -1.7366 1.8055
H 2.9009 -0.5763 3.1213
H 1.0832 0.1566 4.8216
H -1.5694 0.9033 4.8482
H -2.3015 0.6606 2.2131
H 4.5385 0.6747 1.6529
H 4.7655 1.6798 -0.9004
H 2.2911 1.1811 -1.9782
C -3.5935 -2.8895 -0.3398
S -2.2516 -1.9651 -1.0815
O -1.9444 -0.9530 0.0379
C -0.9681 -3.1887 -0.9402
C -0.3124 -3.3430 0.2739
C 0.7175 -4.2647 0.3588
C 1.0649 -5.0210 -0.7545
C 0.4001 -4.8503 -1.9597
C -0.6192 -3.9149 -2.0658
H -3.2929 -3.2011 0.6587
H -3.7874 -3.7526 -0.9757
H -4.4658 -2.2404 -0.3042
H -0.5804 -2.7235 1.1217
H 1.2594 -4.3777 1.2878
H 1.8752 -5.7348 -0.6850
H 0.6939 -5.4222 -2.8295
H -1.1059 -3.7305 -3.0148
S 0.4255 -0.8449 -3.5128
C 0.0418 -0.2856 -2.0703
N -0.7674 1.9849 -0.5320
C -0.8982 3.2855 -0.9710
C 0.2283 4.0174 -1.3577
C 0.0951 5.3310 -1.7734
C -1.1549 5.9353 -1.8140
C -2.2757 5.2106 -1.4314
C -2.1536 3.8967 -1.0107
H 1.1986 3.5397 -1.3181
H 0.9750 5.8880 -2.0700
H -1.2542 6.9619 -2.1410
H -3.2547 5.6724 -1.4603
H -3.0222 3.3256 -0.7093

Entry 2:
51
Properties=species:S:1:pos:R:3 method="wB97M-V/def2-TZVPD" gap_ha="0.2188 / 0.2273" total_energy_ha=-2012.03567 multiplicity=2 e_lumo_ev="-0.04 / -0.97" homo_energy_ev="-5.993 / -7.156" total_charge=0
W -0.3562 0.2589 -0.0704
B -3.0561 -1.1917 2.1173
N -1.5653 -1.2718 2.5523
C -1.1770 -1.8287 3.7071
C 0.2036 -1.7937 3.7786
C 0.5899 -1.1856 2.5876
N -0.4880 -0.8767 1.8620
N -3.2943 -0.5600 0.6890
C -4.5376 -0.4732 0.2242
C -4.5310 0.1281 -1.0259
C -3.1967 0.3896 -1.2649
N -2.4457 -0.0278 -0.2276
H -3.6524 -0.5034 2.9142
H -3.5029 -2.3106 2.0817
H -1.9110 -2.2253 4.3881
H 0.8320 -2.1662 4.5677
H 1.5720 -0.9537 2.2075
H -5.3542 -0.8511 0.8167
H -5.3716 0.3353 -1.6633
H -2.7210 0.8449 -2.1165
C 2.0160 3.5640 1.5319
S 1.3947 2.6005 0.1526
O 1.6617 1.1418 0.5601
C -0.3400 2.6775 0.4607
C -0.7843 2.0108 1.6282
C -2.1418 2.1655 2.0020
C -2.9869 2.9498 1.2686
C -2.5040 3.6707 0.1481
C -1.2025 3.5627 -0.2404
H 1.6395 3.1566 2.4672
H 1.6821 4.5921 1.3900
H 3.1035 3.5206 1.5069
H -0.0796 1.5920 2.3348
H -2.4980 1.6474 2.8831
H -4.0241 3.0468 1.5594
H -3.1766 4.3116 -0.4061
H -0.8267 4.0988 -1.1021
S -0.1725 1.7713 -3.2335
C -0.2371 1.0872 -1.8221
N 0.3863 -1.2547 -0.7318
C 0.8892 -2.3863 -1.2525
C 0.0389 -3.3082 -1.8944
C 0.5556 -4.4720 -2.4279
C 1.9159 -4.7507 -2.3369
C 2.7629 -3.8464 -1.7037
C 2.2651 -2.6758 -1.1662
H -1.0173 -3.0801 -1.9562
H -0.1070 -5.1728 -2.9200
H 2.3127 -5.6654 -2.7569
H 3.8222 -4.0587 -1.6321
H 2.9147 -1.9623 -0.6758

Number 1: F_max 0.3 eV/Å. Number 2: F_max 2.1 eV/Å.